[1]
{
  "formula": "C32H88N8O8",
  "method": "wB97M-V/def2-TZVPD",
  "relative_energy_ev": 3.461,
  "homo_lumo_gap_ev": 8.53,
  "max_force_ev_per_a": 2.68,
  "smiles": "COC[C@H](C)N.COC[C@H](C)N.COC[C@H](C)N.COC[C@H](C)N.COC[C@H](C)N.COC[C@H](C)N.COC[C@H](C)N.COC[C@H](C)N",
  "homo_ev": -8.1807,
  "species": ["C", "O", "C", "C", "C", "N", "H", "H", "H", "H", "H", "H", "H", "H", "H", "H", "H", "C", "O", "C", "C", "C", "N", "H", "H", "H", "H", "H", "H", "H", "H", "H", "H", "H", "C", "O", "C", "C", "C", "N", "H", "H", "H", "H", "H", "H", "H", "H", "H", "H", "H", "C", "O", "C", "C", "C", "N", "H", "H", "H", "H", "H", "H", "H", "H", "H", "H", "H", "C", "O", "C", "C", "C", "N", "H", "H", "H", "H", "H", "H", "H", "H", "H", "H", "H", "C", "O", "C", "C", "C", "N", "H", "H", "H", "H", "H", "H", "H", "H", "H", "H", "H", "C", "O", "C", "C", "C", "N", "H", "H", "H", "H", "H", "H", "H", "H", "H", "H", "H", "C", "O", "C", "C", "C", "N", "H", "H", "H", "H", "H", "H", "H", "H", "H", "H", "H"],
  "coordinates": [[16.750, -1.303, -23.195], [17.217, -2.592, -22.973], [17.482, -3.234, -24.233], [17.675, -4.746, -23.963], [19.020, -5.088, -23.331], [17.590, -5.558, -25.142], [17.412, -0.610, -23.714], [16.515, -0.839, -22.237], [15.851, -1.378, -23.806], [16.813, -2.992, -25.059], [18.421, -2.864, -24.644], [16.840, -5.125, -23.373], [19.181, -6.142, -23.106], [19.091, -4.485, -22.425], [19.855, -4.761, -23.951], [17.665, -6.545, -24.940], [16.663, -5.394, -25.506], [13.582, 0.622, -24.093], [12.983, -0.656, -23.816], [12.394, -1.413, -24.945], [11.276, -0.534, -25.609], [10.171, 0.001, -24.640], [10.660, -1.258, -26.682], [14.267, 0.881, -23.286], [12.853, 1.427, -24.000], [13.960, 0.739, -25.109], [13.195, -1.652, -25.645], [11.946, -2.303, -24.504], [11.879, 0.216, -26.121], [9.452, -0.786, -24.414], [9.680, 0.882, -25.054], [10.662, 0.274, -23.706], [9.933, -0.713, -27.123], [10.138, -2.018, -26.270], [11.826, -6.102, -22.845], [11.403, -6.089, -21.485], [10.022, -5.811, -21.299], [9.642, -5.842, -19.808], [8.152, -5.449, -19.453], [10.541, -4.883, -19.112], [11.517, -5.147, -23.270], [11.484, -6.901, -23.503], [12.912, -6.054, -22.921], [9.772, -4.866, -21.782], [9.441, -6.590, -21.793], [9.771, -6.739, -19.202], [8.111, -5.445, -18.364], [7.422, -6.221, -19.697], [7.941, -4.421, -19.747], [10.528, -3.938, -19.468], [11.407, -5.123, -19.573], [17.869, -5.387, -14.504], [16.682, -5.205, -15.227], [16.378, -3.845, -15.610], [14.964, -3.837, -16.283], [14.553, -2.397, -16.729], [13.978, -4.156, -15.280], [18.711, -5.416, -15.195], [17.826, -6.391, -14.082], [17.998, -4.571, -13.792], [16.454, -3.208, -14.729], [17.088, -3.557, -16.385], [14.884, -4.584, -17.073], [15.159, -1.933, -17.507], [14.554, -1.713, -15.881], [13.515, -2.434, -17.057], [13.148, -4.512, -15.733], [14.325, -5.012, -14.872], [5.047, 0.062, -19.435], [4.029, -0.563, -20.212], [2.866, 0.249, -20.304], [1.736, -0.458, -21.102], [0.501, 0.424, -21.254], [1.280, -1.678, -20.482], [4.868, -0.132, -18.378], [5.154, 1.107, -19.728], [5.972, -0.466, -19.667], [2.461, 0.459, -19.314], [3.191, 1.223, -20.671], [2.164, -0.636, -22.088], [0.218, 0.938, -20.335], [-0.354, -0.099, -21.684], [0.712, 1.298, -21.870], [2.127, -2.195, -20.295], [0.886, -1.420, -19.589], [9.198, -1.476, -20.239], [10.464, -2.095, -20.281], [11.568, -1.195, -20.354], [12.932, -1.886, -20.349], [14.095, -0.888, -20.274], [13.016, -2.581, -21.641], [8.398, -2.190, -20.041], [9.073, -1.092, -21.251], [9.195, -0.604, -19.585], [11.499, -0.577, -21.249], [11.559, -0.499, -19.515], [13.000, -2.646, -19.570], [15.029, -1.447, -20.328], [13.974, -0.384, -19.315], [14.052, -0.176, -21.097], [12.157, -3.105, -21.732], [12.922, -1.968, -22.438], [14.134, -8.474, -18.947], [14.874, -7.294, -18.977], [14.375, -6.277, -19.926], [15.464, -5.410, -20.567], [16.135, -4.440, -19.578], [15.020, -4.768, -21.762], [14.693, -9.196, -18.350], [14.011, -8.983, -19.903], [13.166, -8.385, -18.454], [13.832, -6.717, -20.763], [13.676, -5.645, -19.378], [16.294, -6.070, -20.820], [17.085, -4.056, -19.948], [16.326, -5.051, -18.696], [15.466, -3.665, -19.204], [14.263, -4.103, -21.692], [15.741, -4.241, -22.232], [18.171, -0.747, -19.364], [19.392, -0.590, -18.649], [20.140, 0.538, -19.184], [19.642, 1.933, -18.627], [20.631, 2.972, -19.161], [19.852, 1.962, -17.169], [17.588, 0.167, -19.482], [17.546, -1.401, -18.755], [18.384, -1.207, -20.329], [21.182, 0.425, -18.887], [20.224, 0.508, -20.271], [18.590, 2.103, -18.856], [20.870, 2.780, -20.207], [21.637, 2.911, -18.745], [20.302, 3.991, -18.959], [19.622, 1.009, -16.926], [20.858, 1.971, -17.077]]
}


[2]
{
  "formula": "C11H28O5",
  "method": "wB97M-V/def2-TZVPD",
  "relative_energy_ev": 0.000,
  "homo_lumo_gap_ev": 10.35,
  "max_force_ev_per_a": 2.02,
  "smiles": "C1CCOC1.C1CCOC1.CO.CO.CO",
  "homo_ev": -9.5686,
  "species": ["C", "C", "C", "O", "C", "H", "H", "H", "H", "H", "H", "H", "H", "C", "C", "C", "O", "C", "H", "H", "H", "H", "H", "H", "H", "H", "C", "O", "H", "H", "H", "H", "C", "O", "H", "H", "H", "H", "C", "O", "H", "H", "H", "H"],
  "coordinates": [[-3.660, 2.878, -0.905], [-3.705, 1.907, -2.080], [-2.237, 1.779, -2.463], [-1.651, 3.040, -2.174], [-2.557, 3.820, -1.423], [-3.332, 2.410, 0.034], [-4.562, 3.401, -0.588], [-4.239, 2.481, -2.849], [-4.184, 0.935, -1.972], [-2.269, 1.389, -3.481], [-1.824, 1.041, -1.763], [-3.031, 4.596, -2.038], [-2.053, 4.343, -0.608], [4.410, -2.928, 0.458], [4.046, -2.407, -0.925], [2.617, -1.885, -0.688], [2.472, -1.657, 0.729], [3.749, -1.876, 1.324], [5.487, -2.963, 0.629], [3.945, -3.896, 0.646], [4.132, -3.149, -1.718], [4.678, -1.579, -1.254], [1.889, -2.649, -0.964], [2.430, -0.963, -1.236], [3.684, -2.174, 2.369], [4.333, -0.947, 1.281], [-0.924, -4.210, 0.326], [-1.598, -5.292, -0.331], [-0.303, -4.638, 1.115], [-0.359, -3.677, -0.438], [-1.591, -3.439, 0.725], [-2.184, -5.686, 0.323], [0.329, 3.547, 2.009], [0.520, 2.774, 3.157], [0.584, 4.608, 2.133], [0.950, 3.146, 1.214], [-0.699, 3.616, 1.629], [-0.106, 2.987, 3.851], [-0.617, 0.560, 1.022], [-0.952, -0.811, 0.745], [-0.126, 1.145, 0.238], [-1.538, 1.067, 1.292], [0.119, 0.568, 1.825], [-0.074, -1.208, 0.827]]
}